{
  "formula": "C34H35N3O4S",
  "method": "ωB97M-V/def2-TZVPD",
  "spin_multiplicity": 1,
  "homo_lumo_gap_ev": 6.72,
  "smiles": "CN1CCCc2cc(C(c3ccc4c(c3)CCCN4C)[C@H](c3ccc([N+](=O)[O-])cc3)S(=O)(=O)c3ccccc3)ccc21",
  "symbols": ["C", "N", "C", "C", "C", "C", "C", "C", "C", "C", "C", "C", "C", "C", "C", "C", "C", "C", "N", "C", "C", "C", "C", "C", "C", "N", "O", "O", "C", "C", "S", "O", "O", "C", "C", "C", "C", "C", "C", "C", "C", "C", "H", "H", "H", "H", "H", "H", "H", "H", "H", "H", "H", "H", "H", "H", "H", "H", "H", "H", "H", "H", "H", "H", "H", "H", "H", "H", "H", "H", "H", "H", "H", "H", "H", "H", "H"],
  "xyz": [[-1.988545, -7.014540, -0.838680], [-2.346164, -5.704833, -1.335921], [-3.749909, -5.626940, -1.673457], [-4.066048, -4.375623, -2.468979], [-3.551453, -3.128461, -1.740859], [-2.196209, -3.295774, -1.137497], [-1.502624, -2.196371, -0.641299], [-0.177824, -2.291927, -0.188908], [0.538662, -1.015777, 0.295309], [2.029973, -0.993763, -0.092157], [2.952015, -1.939225, 0.382049], [4.253957, -1.963394, -0.106283], [4.706986, -0.928633, -0.956210], [3.772125, 0.021344, -1.450960], [2.466458, -0.016966, -0.982332], [4.188744, 1.082850, -2.414844], [5.586152, 0.879434, -3.004423], [6.554693, 0.358597, -1.954984], [6.033621, -0.807602, -1.278049], [7.032331, -1.553743, -0.549215], [0.346688, -0.738460, 1.759226], [-1.070092, -0.627352, 2.307292], [-1.831202, -1.803351, 2.508743], [-3.049689, -1.773192, 3.181545], [-3.523625, -0.563400, 3.716365], [-4.698183, -0.577841, 4.527526], [-5.088379, 0.480841, 5.069410], [-5.286925, -1.677583, 4.671085], [-2.785729, 0.618105, 3.529045], [-1.626242, 0.585361, 2.766409], [1.385954, 0.782558, 2.434525], [0.742868, 1.441033, 3.551885], [1.791501, 1.552419, 1.279747], [2.867127, 0.119404, 3.253674], [2.845834, -0.125120, 4.627869], [3.955640, -0.729988, 5.222900], [5.062903, -1.098354, 4.449959], [5.093976, -0.792222, 3.085412], [4.025873, -0.098381, 2.515066], [0.457406, -3.541811, -0.303397], [-0.249713, -4.681797, -0.660122], [-1.608589, -4.587077, -1.032027], [-0.909536, -7.188740, -0.876891], [-2.344784, -7.163003, 0.197529], [-2.496931, -7.751812, -1.475977], [-3.988152, -6.529853, -2.247738], [-4.358369, -5.661472, -0.752403], [-3.613976, -4.457458, -3.466679], [-5.149913, -4.311529, -2.595485], [-3.545712, -2.280448, -2.438883], [-4.263219, -2.871235, -0.940224], [-1.997100, -1.222210, -0.618951], [0.063416, -0.183022, -0.244603], [2.651444, -2.652572, 1.152082], [4.933599, -2.770288, 0.181751], [1.763117, 0.760617, -1.292807], [3.463159, 1.141797, -3.236398], [4.152716, 2.062224, -1.908937], [5.969698, 1.825464, -3.396865], [5.545693, 0.162945, -3.833718], [6.782316, 1.154428, -1.218650], [7.503001, 0.060590, -2.420407], [6.830051, -2.629656, -0.581926], [7.997025, -1.365708, -1.030918], [7.102735, -1.233967, 0.504257], [0.896267, -1.497668, 2.338355], [-1.473785, -2.763367, 2.122563], [-3.649247, -2.668044, 3.313165], [-3.126310, 1.554041, 3.966247], [-1.165989, 1.547593, 2.562982], [1.969100, 0.156696, 5.209519], [3.945637, -0.926495, 6.294670], [5.909291, -1.613464, 4.906039], [5.933928, -1.102779, 2.460515], [4.060562, 0.225362, 1.474461], [1.519475, -3.649187, -0.112634], [0.254773, -5.649744, -0.695918]],
  "atomic_forces_ev_per_a": [[0.036, -0.053, 0.022], [0.020, -0.754, -0.516], [-0.057, 0.208, 0.191], [0.116, 0.049, -0.019], [-0.833, 0.142, 0.013], [0.695, -0.425, 0.404], [0.520, -0.253, -0.059], [0.101, -0.078, -0.219], [0.621, 0.377, -1.206], [-0.351, -0.312, 0.256], [-0.301, 0.244, -0.450], [0.134, 0.275, -0.010], [-0.729, 0.082, 0.104], [0.029, -0.517, 0.688], [0.156, -0.397, -0.237], [0.166, 0.795, -0.272], [-0.004, -0.171, 0.011], [-0.111, 0.329, 0.097], [0.763, -0.570, -0.421], [-0.028, -0.079, -0.031], [0.539, 0.557, 2.241], [-0.614, -0.160, 0.573], [0.148, 0.216, 0.014], [-0.174, 0.464, -0.003], [1.962, 0.044, -0.743], [-2.613, -0.246, 1.754], [0.913, -1.945, -1.171], [1.047, 2.147, -0.265], [-0.750, -0.556, -0.103], [-0.122, -0.102, -0.368], [0.837, 0.033, 0.051], [-0.221, -0.177, -0.349], [-0.278, -0.017, 0.381], [0.130, -0.045, -0.318], [-0.043, -0.297, -0.080], [0.000, 0.088, -0.108], [-0.187, 0.071, -0.243], [-0.098, 0.259, 0.360], [-0.163, -0.344, -0.350], [-0.338, 0.188, 0.266], [-0.395, 0.172, -0.115], [0.163, 0.651, 0.121], [-0.326, -0.067, -0.005], [0.172, -0.008, -0.164], [0.317, 0.058, 0.232], [-0.092, 0.195, 0.038], [-0.045, 0.057, -0.089], [-0.034, 0.035, 0.209], [0.105, 0.049, -0.109], [0.004, -0.117, 0.195], [0.072, 0.003, -0.191], [0.075, -0.212, -0.112], [0.160, -0.131, 0.063], [0.160, 0.101, -0.296], [-0.280, 0.473, 0.145], [0.229, -0.279, -0.051], [0.066, 0.003, 0.182], [-0.004, -0.226, -0.099], [-0.066, -0.126, -0.057], [-0.003, 0.073, 0.125], [-0.036, -0.065, -0.172], [-0.192, 0.202, 0.036], [0.143, 0.172, 0.035], [-0.136, -0.178, 0.198], [0.007, -0.111, -0.125], [-0.431, -0.175, -0.087], [-0.032, 0.387, 0.217], [0.209, 0.116, 0.001], [-0.028, -0.252, -0.174], [0.004, -0.422, 0.082], [0.215, -0.164, -0.138], [0.018, 0.049, -0.269], [-0.271, 0.117, -0.075], [-0.189, 0.270, 0.267], [-0.057, -0.202, 0.229], [-0.318, 0.016, 0.012], [-0.101, 0.465, 0.056]]
}